Run a
19
Properties=species:S:1:pos:R:3:nbo_charge:R:1 method="wB97M-V/def2-TZVPD" homo_ev=-4.363 total_charge=-1 orbital_gap_ev=7.555 spin_multiplicity=1
Cl 0.00 0.31 0.34 -0.999
O 1.08 -2.73 -3.42 -0.952
H 1.61 -3.37 -2.94 0.466
H 1.09 -1.95 -2.87 0.486
O -0.45 1.77 5.40 -0.945
H -0.49 1.38 4.53 0.486
H -1.30 1.59 5.79 0.459
O 4.51 -2.40 1.99 -0.943
H 5.36 -1.96 2.03 0.460
H 3.89 -1.70 1.75 0.484
O -3.14 -3.47 -0.67 -0.948
H -2.44 -2.85 -0.88 0.485
H -3.94 -2.94 -0.66 0.462
O -2.48 0.92 -4.62 -0.949
H -1.81 0.34 -4.98 0.468
H -2.26 0.98 -3.69 0.481
O 0.52 5.52 1.21 -0.944
H 0.24 5.84 0.35 0.462
H 0.02 4.72 1.34 0.482

Run b
19
Properties=species:S:1:pos:R:3:nbo_charge:R:1 method="wB97M-V/def2-TZVPD" homo_ev=-4.255 total_charge=-1 orbital_gap_ev=7.266 spin_multiplicity=1
Cl 0.30 0.39 -0.18 -1.000
O -1.77 -4.23 -2.93 -0.942
H -1.41 -4.43 -3.79 0.460
H -1.45 -3.35 -2.73 0.482
O 5.24 -1.41 -0.03 -0.948
H 4.36 -1.15 0.23 0.485
H 5.11 -2.04 -0.73 0.462
O -4.13 4.06 -1.27 -0.944
H -3.43 3.44 -1.08 0.482
H -4.75 3.56 -1.80 0.462
O 3.24 4.87 -2.00 -0.946
H 2.63 5.20 -2.66 0.463
H 2.84 4.05 -1.69 0.484
O -3.19 1.89 4.29 -0.947
H -2.42 1.77 3.74 0.481
H -3.89 1.42 3.83 0.466
O 0.71 -4.74 3.26 -0.942
H 1.38 -5.29 2.86 0.462
H 0.63 -3.99 2.68 0.480

Run c
19
Properties=species:S:1:pos:R:3:nbo_charge:R:1 method="wB97M-V/def2-TZVPD" homo_ev=-6.579 total_charge=-1 orbital_gap_ev=10.054 spin_multiplicity=1
Cl -0.11 -0.61 0.46 -0.911
O 2.79 -1.01 1.88 -0.975
H 1.87 -0.87 1.61 0.501
H 3.23 -1.26 1.07 0.456
O 1.78 -0.99 -2.30 -0.954
H 1.19 -0.96 -1.52 0.492
H 2.64 -1.22 -1.93 0.448
O 0.01 1.91 -1.77 -0.963
H -0.27 2.69 -1.28 0.461
H -0.02 1.19 -1.11 0.488
O -2.61 1.90 0.18 -0.973
H -2.09 1.09 0.12 0.485
H -2.38 2.22 1.06 0.480
O -1.33 -2.73 -1.80 -0.959
H -1.85 -3.41 -1.36 0.451
H -0.90 -2.25 -1.07 0.496
O -0.84 1.77 2.50 -0.992
H -0.59 1.44 3.37 0.465
H -0.52 1.08 1.88 0.504

Name the most stable of them. run c.

Run a
27
Properties=species:S:1:pos:R:3:nbo_charge:R:1 method="wB97M-V/def2-TZVPD" homo_ev=-8.134 orbital_gap_ev=8.987 spin_multiplicity=1
C -2.00 -0.87 1.76 0.088
C -1.75 0.57 0.13 0.461
C -1.90 1.25 -1.24 -0.637
C 1.31 -0.25 1.65 -0.461
C 2.71 -0.07 -1.00 -0.593
C 0.72 -1.56 -1.46 -0.599
C 0.85 0.33 0.53 -0.134
C 1.16 -0.12 -0.90 -0.242
N -1.69 -0.68 0.41 -0.554
N -1.91 1.37 1.23 -0.358
O -1.90 0.59 2.42 -0.410
H -2.95 -1.28 1.96 0.183
H -1.35 0.55 -1.98 0.241
H -1.45 2.18 -1.14 0.211
H -2.87 1.35 -1.45 0.230
H -1.01 -1.37 2.40 0.189
H 2.13 -0.99 1.70 0.198
H 1.25 0.37 2.49 0.200
H 3.12 -0.92 -0.58 0.194
H 3.07 -0.04 -2.05 0.198
H 3.09 0.75 -0.46 0.207
H 1.33 -1.68 -2.33 0.202
H -0.34 -1.46 -1.58 0.227
H 1.09 -2.20 -0.69 0.206
H 0.26 1.20 0.60 0.183
H 0.81 0.70 -1.70 0.184
H -1.78 2.29 1.28 0.386

Run b
27
Properties=species:S:1:pos:R:3:nbo_charge:R:1 method="wB97M-V/def2-TZVPD" homo_ev="-8.392 / -8.391" orbital_gap_ev="9.165 / 9.164" spin_multiplicity=1
C 0.85 -1.19 0.98 0.017
C 0.30 -1.14 -0.44 0.082
C 0.19 1.06 0.97 0.385
C 1.04 -2.14 -1.32 -0.610
C -1.29 -1.52 -0.45 -0.638
C -1.11 1.51 1.34 -0.695
C 1.26 2.05 1.01 -0.694
C -0.51 0.64 -1.91 -0.438
N 0.42 0.25 -0.93 -0.456
N 0.51 -0.15 1.66 0.050
O 0.62 0.06 2.90 -0.545
H 1.14 -2.09 1.60 0.229
H 0.57 -2.28 -2.27 0.210
H 1.11 -3.00 -0.77 0.207
H 2.04 -1.72 -1.52 0.219
H -1.60 -2.50 -0.30 0.215
H -1.70 -1.02 -1.42 0.212
H -1.83 -0.97 0.31 0.198
H -1.93 0.71 1.46 0.238
H -1.40 2.30 0.53 0.233
H -1.08 2.16 2.26 0.262
H 1.96 1.91 1.86 0.256
H 0.85 3.06 1.06 0.220
H 1.91 1.87 0.10 0.260
H -0.76 -0.28 -2.60 0.195
H -1.47 0.92 -1.55 0.181
H -0.07 1.49 -2.54 0.207

Name the most stable of them. run a.

Run a
12
Properties=species:S:1:pos:R:3:nbo_charge:R:1 method="wB97M-V/def2-TZVPD" homo_ev=-9.825 orbital_gap_ev=8.132 spin_multiplicity=1
C 0.93 -1.45 -1.64 0.228
C 0.69 -1.28 -0.19 -0.202
C 0.39 -0.06 0.54 0.117
C -0.28 0.10 1.93 -0.217
C -1.16 1.26 1.83 -0.287
C -1.06 1.62 0.38 0.045
H 0.93 -2.28 0.38 0.244
H -0.24 -0.57 2.90 0.256
H -1.63 1.94 2.67 0.263
H -1.97 2.33 -0.24 0.217
N 1.01 -1.32 -2.81 -0.246
N -0.17 0.95 -0.45 -0.418

Run b
12
Properties=species:S:1:pos:R:3:nbo_charge:R:1 method="wB97M-V/def2-TZVPD" homo_ev=-9.512 orbital_gap_ev=9.026 spin_multiplicity=1
C 3.39 -0.01 0.21 -0.184
C 2.14 0.10 -0.37 -0.078
C 0.66 0.18 -0.11 -0.136
C -0.26 1.21 -0.04 -0.165
C -1.77 0.94 0.23 0.029
C -0.16 -1.07 0.04 0.050
H 4.55 -0.25 0.69 0.313
H -0.03 2.23 -0.20 0.216
H -2.44 1.79 0.04 0.199
H 0.44 -1.89 -0.28 0.197
N -2.30 -0.16 -0.05 -0.209
N -1.48 -1.26 0.05 -0.233

Name the most stable of them. run a.

Run a
13
Properties=species:S:1:pos:R:3:lowdin_spin:R:1 method="wB97M-V/def2-TZVPD" homo_ev="-8.081 / -8.510" orbital_gap_ev="8.989 / 7.208" s2=2.01 spin_multiplicity=3
C 0.81 -0.46 -0.16 0.112
C -1.83 1.56 0.06 0.825
C 2.17 -1.13 0.10 0.031
C 1.07 1.01 -0.05 0.646
N 2.23 1.46 -0.01 0.108
S 3.42 0.24 0.01 0.105
H 0.47 -0.65 -1.19 0.002
H 0.04 -0.81 0.53 0.002
H -1.71 2.07 0.99 0.053
H -1.88 2.11 -0.85 0.054
H 2.23 -1.55 1.11 0.002
H 2.43 -1.88 -0.64 0.004
H -2.03 0.51 0.05 0.054

Run b
13
Properties=species:S:1:pos:R:3:lowdin_spin:R:1 method="wB97M-V/def2-TZVPD" homo_ev="-5.210 / -10.936" orbital_gap_ev="5.737 / 7.667" s2=2.01 spin_multiplicity=3
C -1.79 0.53 1.37 0.060
C -0.08 -1.01 0.26 0.025
C -0.42 1.29 -0.63 0.050
C -0.54 0.42 0.65 0.329
N -2.86 0.69 1.73 0.062
S 0.85 1.13 1.81 1.339
H 0.62 -0.90 -0.50 0.003
H 0.26 -1.57 1.10 0.007
H -0.94 -1.48 -0.05 0.005
H 0.56 1.40 -0.72 0.016
H -0.88 2.22 -0.53 0.003
H -0.85 0.78 -1.46 0.009
H 1.55 -0.02 1.78 0.093

Run c
13
Properties=species:S:1:pos:R:3:lowdin_spin:R:1 method="wB97M-V/def2-TZVPD" homo_ev="-5.899 / -9.236" orbital_gap_ev="6.809 / 8.896" s2=2.01 spin_multiplicity=3
C 1.22 -0.08 0.74 0.522
C 0.37 1.77 -0.36 0.656
C -1.04 1.42 -0.66 0.101
C 0.22 -2.29 0.48 0.051
N 0.39 -0.91 0.49 0.289
S 1.37 1.59 0.96 0.273
H 0.86 2.52 -1.04 0.029
H -1.69 1.84 0.20 0.031
H -0.99 0.33 -0.65 0.024
H -1.39 1.68 -1.59 0.000
H 1.14 -2.69 0.82 0.022
H 0.00 -2.63 -0.58 0.000
H -0.45 -2.55 1.17 0.003

Name the most stable of them. run a.

Run a
40
Properties=species:S:1:pos:R:3:nbo_charge:R:1 method="wB97M-V/def2-TZVPD" homo_ev=-8.433 orbital_gap_ev=8.718 spin_multiplicity=1
O -2.07 -3.04 1.16 -0.608
C -2.14 -1.97 0.59 0.632
N -1.11 -1.47 -0.15 -0.426
C -1.18 -0.37 -1.08 -0.261
H -0.42 0.38 -0.82 0.227
C -0.92 -0.89 -2.51 -0.224
N 0.30 -1.66 -2.65 -0.427
C 1.52 -0.94 -2.91 -0.278
C 2.15 -0.24 -1.75 0.517
N 1.71 0.79 -1.08 -0.515
C 2.67 0.97 -0.13 0.285
N 3.65 0.11 -0.22 -0.145
O 3.32 -0.68 -1.28 -0.272
C 2.57 2.00 0.87 -0.283
C 3.49 2.33 1.83 -0.189
C 3.05 3.39 2.65 -0.258
C 1.81 3.84 2.29 -0.400
S 1.16 2.99 0.96 0.481
H 1.24 4.63 2.75 0.239
H 3.62 3.79 3.46 0.229
H 4.43 1.82 1.93 0.238
H 1.31 -0.19 -3.69 0.232
H 2.26 -1.65 -3.30 0.225
C 0.37 -2.71 -1.66 -0.232
C 0.12 -2.22 -0.23 -0.248
H 0.94 -1.58 0.11 0.188
H 0.04 -3.07 0.46 0.257
H -0.41 -3.44 -1.91 0.206
H 1.34 -3.21 -1.73 0.208
H -1.75 -1.56 -2.79 0.198
H -0.90 -0.05 -3.20 0.205
H -2.17 0.09 -1.04 0.227
C -3.33 -1.10 0.73 0.166
C -3.46 0.23 1.08 -0.277
C -4.84 0.46 1.23 -0.323
C -5.45 -0.73 0.97 0.106
O -4.55 -1.67 0.68 -0.367
H -6.49 -1.02 0.96 0.206
H -5.31 1.38 1.50 0.230
H -2.67 0.93 1.22 0.231

Run b
40
Properties=species:S:1:pos:R:3:nbo_charge:R:1 method="wB97M-V/def2-TZVPD" homo_ev=-8.207 orbital_gap_ev=8.021 spin_multiplicity=1
O 1.05 -2.72 3.23 -0.892
O 2.34 -3.96 1.60 -0.891
N -1.12 -3.17 0.17 -0.254
N -0.73 2.01 3.58 -0.730
O -0.49 -1.12 -3.40 -0.530
C -1.52 -2.21 -0.64 0.000
C -0.17 2.81 2.76 0.412
C -0.58 -1.13 -0.64 -0.143
C 0.44 -1.54 0.18 -0.018
C -0.40 1.26 -3.53 -0.241
C 0.04 3.90 0.54 -0.199
C -0.55 0.09 -2.76 0.316
C -0.14 2.77 1.30 -0.131
C -0.26 2.52 -2.90 -0.161
C -0.01 3.81 -0.88 -0.155
C -0.41 1.56 0.65 -0.156
C -0.59 0.15 -1.38 -0.100
C -0.23 2.58 -1.52 -0.101
C -0.46 1.41 -0.75 0.037
N 0.38 3.78 3.50 -0.803
N 0.07 -2.76 0.75 -0.436
C 0.89 -1.51 -3.61 -0.263
C 0.00 -5.05 2.42 -0.839
S 0.99 -3.56 2.03 2.209
H -1.24 1.21 3.23 0.335
H -2.42 -2.24 -1.23 0.228
H 1.31 -0.92 0.45 0.250
H -0.35 1.11 -4.61 0.228
H 0.06 4.88 1.01 0.218
H -0.05 3.39 -3.50 0.218
H 0.20 4.73 -1.45 0.216
H -0.60 0.70 1.27 0.222
H 0.99 4.49 3.05 0.378
H 0.37 3.63 4.50 0.422
H 1.61 -0.68 -3.51 0.185
H 1.03 -1.91 -4.61 0.196
H 1.21 -2.24 -2.85 0.190
H 0.34 -5.53 3.32 0.266
H 0.03 -5.78 1.62 0.255
H -1.04 -4.74 2.59 0.260

Name the most stable of them. run a.